1.
This record from the Open Molecules 2025 dataset describes the molecule C2H8N2O3 at a distorted geometry. The level of theory is ωB97M-V/def2-TZVPD.

SMILES string = CC(O)(ON)ON
Lowest unoccupied orbital energy = 0.86 eV
F_max = 3.9 eV/Å
Spin multiplicity = 1
HOMO-LUMO gap = 9.813 eV
E_tot = -416.084423 a.u.
Energy above the lowest of the compared OMol25 structures with the same formula, charge and spin = 4.736 eV

Geometry (Å):
C -0.42520 -1.81387 0.35135
C -0.01695 -0.45689 -0.07485
O -0.01696 -0.28756 -1.47315
O -0.79127 0.46224 0.65302
N -1.56862 1.26053 -0.19033
O 1.45003 -0.26382 0.51508
N 2.07650 0.92241 0.10664
H 0.01597 -2.49880 -0.28606
H -0.47639 -2.10895 1.44107
H -1.44186 -1.71362 0.03433
H 0.04053 0.62371 -1.70856
H -2.55872 1.28275 -0.04258
H -1.19549 2.19980 -0.19911
H 3.02159 0.75140 0.10350
H 1.88683 1.64068 0.76966

***

2.
This record from the Open Molecules 2025 dataset describes a cluster of 2 separate species, C2H8N2O4P in total at a distorted geometry. The level of theory is ωB97M-V/def2-TZVPD.

Lowest unoccupied orbital energy = 3.76 eV
Total charge = -1
F_max = 5.7 eV/Å
Spin multiplicity = 1
HOMO-LUMO gap = 8.909 eV
E_tot = -832.939874 a.u.
Energy above the lowest of the compared OMol25 structures with the same formula, charge and spin = 1.710 eV

Geometry (Å):
C 0.73703 -1.02270 -0.33932
C -0.20566 -0.04166 0.44028
N 0.11472 0.22225 1.68798
N 2.18706 -0.66212 0.01967
O -2.66398 0.83984 0.72505
O -2.17591 -1.57561 -0.32887
O -1.77112 0.53633 -1.77763
O 0.35620 1.62111 -0.68551
P -1.93810 -0.11438 -0.22134
H 0.43403 -2.10216 -0.07019
H 0.52912 -0.81761 -1.38323
H 1.06020 0.12976 2.08232
H -0.52548 0.68350 2.32785
H -0.79081 0.94147 -1.56336
H 2.14769 0.27314 -0.01710
H 2.90072 -1.17662 -0.51066
H -0.39570 2.26546 -0.38592

***

3.
This record from the Open Molecules 2025 dataset describes a cluster of 2 separate species, C2H8N2OP2 in total at a distorted geometry. The level of theory is ωB97M-V/def2-TZVPD.

Lowest unoccupied orbital energy (spin up / spin down) = -0.80 / -0.76 eV
F_max = 3.0 eV/Å
Spin multiplicity = 1
HOMO-LUMO gap (spin up / spin down) = 7.634 / 7.889 eV
E_tot = -948.292932 a.u.
Energy above the lowest of the compared OMol25 structures with the same formula, charge and spin = 4.661 eV

Geometry (Å):
C 1.30160 -1.91314 -0.03859
C -0.14019 -0.65353 1.53972
N 0.55786 1.85827 -0.12738
N 0.40722 -0.91505 0.43595
O -1.15995 0.08081 -1.24995
P -1.93912 2.69542 0.14679
P 0.18094 0.49667 -0.82429
H 2.31214 -1.52094 -0.01590
H 1.36363 -2.76814 0.57089
H 0.93271 -2.24360 -1.00591
H -1.55396 3.94770 -0.50175
H -0.28978 0.39711 1.58559
H -0.52211 -1.45708 2.15897
H -2.48872 1.99692 -0.93373
H 1.03774 -0.00144 -1.74041

***

4.
This record from the Open Molecules 2025 dataset describes a cluster of 2 separate species, C2H8N2S in total at a distorted geometry. The level of theory is ωB97M-V/def2-TZVPD.

SMILES string = N/C=C/N.S
Lowest unoccupied orbital energy = 0.71 eV
F_max = 1.3 eV/Å
Spin multiplicity = 1
HOMO-LUMO gap = 8.654 eV
E_tot = -588.648635 a.u.
Energy above the lowest of the compared OMol25 structures with the same formula, charge and spin = 0.850 eV

Geometry (Å):
N 0.48097 -0.16305 -1.22570
C -0.17694 0.68682 -0.27459
C 0.25824 0.79510 0.97779
N -0.25741 1.68231 1.92716
H 0.21729 0.04550 -2.18389
H 1.49694 -0.06962 -1.19311
H -1.02555 1.26784 -0.60870
H 1.07447 0.16873 1.31689
H -1.14080 2.05795 1.64171
H -0.35359 1.28264 2.85073
S 0.20864 -3.08083 -0.83417
H 0.24037 -1.50429 -1.02176
H -1.02261 -3.16912 -1.37236

***

5.
This record from the Open Molecules 2025 dataset describes a cluster of 2 separate species, C2H8N2S in total at a distorted geometry. The level of theory is ωB97M-V/def2-TZVPD.

SMILES string = C=C.NSN
Lowest unoccupied orbital energy = 0.88 eV
F_max = 3.4 eV/Å
Spin multiplicity = 1
HOMO-LUMO gap = 9.783 eV
E_tot = -588.614126 a.u.
Energy above the lowest of the compared OMol25 structures with the same formula, charge and spin = 1.789 eV

Geometry (Å):
C -1.45563 -0.45692 0.11032
C -2.44419 0.39740 0.33244
H -1.35617 -1.26714 -0.61388
H -0.42994 -0.45654 0.44803
H -3.51697 0.53848 -0.10544
H -2.17997 1.18646 0.90276
N 1.73714 1.39519 -0.21051
S 2.23368 0.04734 0.72475
N 1.90337 -1.26704 -0.36949
H 2.37514 1.63867 -0.99760
H 0.73809 1.24930 -0.44192
H 2.67092 -1.90627 -0.34744
H 1.06298 -1.82009 -0.13984

***

6.
This record from the Open Molecules 2025 dataset describes a cluster of 2 separate species, C2H8N2S2 in total at a distorted geometry. The level of theory is ωB97M-V/def2-TZVPD.

SMILES string = [H]/N=C/N.CSS
Lowest unoccupied orbital energy = 0.44 eV
F_max = 1.8 eV/Å
Spin multiplicity = 1
HOMO-LUMO gap = 9.184 eV
E_tot = -986.848422 a.u.
Energy above the lowest of the compared OMol25 structures with the same formula, charge and spin = 0.931 eV

Geometry (Å):
H 1.64851 -3.41407 1.18079
N 1.59862 -2.71506 1.90556
C 2.51498 -1.83785 1.79540
N 3.14866 -1.37839 2.91342
H 2.77193 -1.35181 0.84848
H 2.77920 -1.82559 3.73956
H 3.25021 -0.38219 3.03050
C -2.85409 0.21082 -1.86290
S -2.08244 1.59667 -0.99718
S -0.03688 1.24243 -1.09190
H -2.12755 -0.03915 -2.63682
H -3.72690 0.57900 -2.38790
H -2.94323 -0.69663 -1.28311
H 0.07703 0.05098 -0.47737